The following is a quantum chemistry calculation of C27H29BrFeN3O4Te as an isolated structure in a non-equilibrium geometry, from the Open Molecules 2025 dataset.

Net charge: -2
⟨S²⟩: 8.77
LUMO energy (spin up / spin down), Ha: 0.1486 / 0.1479
Multiplicity: 6
Energy relative to the best compared isomer or geometry (same formula, charge and spin), kcal per mole: 44.4

Element x y z (Å)
Fe  -2.5688  0.3557  1.8425
N  -4.2467  -0.3091  0.1695
C  -4.4353  0.7855  -0.7657
C  -4.3391  2.1327  -0.0163
O  -5.0806  3.0607  -0.3599
N  -3.4455  2.1476  0.9755
C  -3.7647  3.0208  2.0638
C  -4.6085  2.1730  3.1322
O  -5.3534  2.8015  3.8730
O  -4.4254  0.9362  3.0754
H  -3.8753  -1.1739  -0.2519
H  -5.1066  -0.5111  0.6651
H  -5.4222  0.7654  -1.2583
H  -3.6762  0.7407  -1.5487
H  -4.3908  3.8628  1.7505
H  -2.8636  3.3676  2.5784
Br  -1.3092  0.4004  3.8499
C  5.4362  4.0730  0.1623
C  4.2790  3.1211  0.2954
C  4.3794  1.9609  1.0439
C  3.2999  1.0992  1.1795
C  3.4496  -0.1182  2.0464
C  2.0793  1.3585  0.5452
Te  0.2561  0.0124  0.9428
N  -1.5004  -1.4273  0.9623
C  -1.8074  -2.4687  0.2547
O  -2.8480  -2.6342  -0.4314
C  -0.8295  -3.6436  0.2866
C  -1.2059  -4.8299  -0.3373
C  -0.3711  -5.9306  -0.3300
C  0.8675  -5.8611  0.2856
C  1.2556  -4.6839  0.9044
C  0.4073  -3.5898  0.9188
C  0.1555  -0.3153  -1.1546
C  -1.0087  0.1261  -1.7583
C  -1.2372  -0.0567  -3.1080
C  -0.2775  -0.6958  -3.8744
C  0.8866  -1.1470  -3.2797
C  1.1166  -0.9661  -1.9234
C  2.3885  -1.4620  -1.3127
C  1.9828  2.5405  -0.1955
C  0.6915  2.9187  -0.8578
C  3.0672  3.3987  -0.3177
H  6.3156  3.6951  0.6824
H  5.1801  5.0439  0.5885
H  5.6912  4.2296  -0.8874
H  5.3141  1.7315  1.5470
H  4.4605  -0.1879  2.4472
H  3.2349  -1.0222  1.4792
H  2.7429  -0.0722  2.8750
H  -2.1739  -4.8653  -0.8164
H  -0.6803  -6.8544  -0.8045
H  1.5214  -6.7260  0.2956
H  2.2251  -4.6264  1.3881
H  0.6989  -2.6769  1.4286
H  -1.7412  0.6207  -1.1347
H  -2.1541  0.2937  -3.5644
H  -0.4342  -0.8504  -4.9333
H  1.6305  -1.6593  -3.8819
H  2.9711  -2.0326  -2.0359
H  2.1627  -2.0983  -0.4569
H  2.9855  -0.6176  -0.9684
H  -0.1534  2.6213  -0.2321
H  0.5915  2.4088  -1.8177
H  0.6443  3.9948  -1.0313
H  2.9659  4.3151  -0.8885